Version one
The following is a DFT calculation (ωB97M-V/def2-TZVPD) of 13 unconnected molecules or ions with the total composition C26H78O13.

```
117
Properties=species:S:1:pos:R:3
C -1.40160 -2.89063 1.50211
C -2.31071 -2.05102 0.64536
O -2.75452 -0.86690 1.32807
H -0.63175 -2.31471 2.01562
H -0.89520 -3.66716 0.92434
H -1.97020 -3.42504 2.26625
H -3.16894 -2.63657 0.29491
H -1.84167 -1.70480 -0.28171
H -2.99953 -0.25760 0.60990
C -4.06817 1.11065 -4.97115
C -3.74325 -0.00957 -4.01027
O -2.68464 0.35820 -3.13082
H -3.21315 1.45315 -5.55410
H -4.55005 1.98928 -4.53995
H -4.79248 0.72803 -5.70278
H -3.47878 -0.92480 -4.55020
H -4.61835 -0.29801 -3.42689
H -1.93163 0.70036 -3.64273
C 4.47920 -1.29424 0.56409
C 4.50111 -1.10988 2.07146
O 3.26867 -0.50499 2.46684
H 5.41271 -1.79916 0.29865
H 4.50900 -0.31674 0.07978
H 3.61816 -1.83910 0.18414
H 5.38403 -0.51525 2.32787
H 4.62173 -2.06530 2.59668
H 3.42690 -0.09816 3.33931
C -0.19763 0.03645 -1.11247
C 0.63835 -0.62408 -0.03561
O 1.42028 0.37473 0.62144
H 0.39434 0.70413 -1.74214
H -0.95796 0.67106 -0.65051
H -0.62984 -0.72635 -1.75841
H 1.32162 -1.37361 -0.46182
H 0.02079 -1.18066 0.67831
H 1.93502 -0.04543 1.34217
C -4.81080 2.36505 1.18709
C -4.41541 2.31955 -0.27200
O -3.56286 1.18829 -0.45808
H -5.17858 1.38349 1.49827
H -5.58243 3.11033 1.38052
H -3.96775 2.56746 1.85113
H -3.84078 3.21834 -0.52640
H -5.29415 2.27395 -0.92296
H -3.27072 1.18094 -1.38213
C -1.73984 3.07300 1.94272
C -1.88976 3.99372 0.73305
O -0.93384 5.04744 0.80324
H -2.41436 3.34640 2.75765
H -0.73034 2.92995 2.32290
H -2.09581 2.06355 1.69052
H -2.87287 4.46227 0.72149
H -1.70630 3.42456 -0.18509
H -0.08724 4.71865 0.48560
C 2.15819 2.27249 3.84399
C 2.39176 1.70570 5.22120
O 3.26913 0.56008 5.16257
H 1.80767 1.52450 3.13412
H 3.09168 2.69711 3.46590
H 1.43596 3.08844 3.82414
H 1.48338 1.39187 5.74958
H 2.85121 2.45386 5.87968
H 3.38824 0.24778 6.06220
C 3.38729 3.04995 -1.15650
C 2.36217 3.65371 -0.22670
O 1.11016 2.98784 -0.29653
H 3.18244 3.32634 -2.19372
H 3.35438 1.95798 -1.12316
H 4.39946 3.35223 -0.87959
H 2.13389 4.69508 -0.48166
H 2.76957 3.67225 0.79576
H 1.21216 2.08886 0.07009
C -0.64464 3.08575 -3.04331
C 0.22656 2.45158 -4.11059
O -0.50383 1.36848 -4.74296
H 0.02162 3.65095 -2.39450
H -1.18890 2.33848 -2.47208
H -1.33274 3.76450 -3.54864
H 1.13137 2.00523 -3.68236
H 0.53764 3.20461 -4.83920
H 0.01424 1.12266 -5.51719
C -0.19742 1.00162 4.78002
C -0.87028 0.29639 3.62070
O -2.18501 0.81876 3.54079
H -0.67369 0.81980 5.74286
H -0.18786 2.08270 4.61818
H 0.85651 0.73103 4.90146
H -0.95541 -0.77590 3.82890
H -0.28513 0.43104 2.70460
H -2.63232 0.35805 2.80947
C 2.57683 -4.43977 -1.73301
C 3.13527 -5.84973 -1.85158
O 3.72424 -6.05785 -3.12192
H 2.19661 -4.25223 -0.72457
H 1.79524 -4.31611 -2.48185
H 3.33220 -3.66985 -1.90623
H 2.31978 -6.57484 -1.79853
H 3.80311 -6.06807 -1.01121
H 4.66261 -5.86234 -3.14242
C -0.57295 -2.37641 -4.48378
C -1.48617 -2.67322 -5.67920
O -2.44918 -3.66480 -5.37929
H 0.18054 -1.62661 -4.74168
H -0.04209 -3.29626 -4.22627
H -1.13919 -1.95174 -3.65550
H -0.88272 -2.98821 -6.53863
H -1.95881 -1.72082 -5.92612
H -1.96327 -4.47421 -5.18853
C 0.82891 -2.29468 4.01078
C 1.15729 -3.32104 2.95113
O 0.24769 -4.41701 3.09401
H 1.20858 -2.67741 4.95886
H -0.25429 -2.16265 4.03705
H 1.23494 -1.30466 3.81647
H 2.16397 -3.74065 3.04822
H 1.06264 -2.86013 1.95911
H 0.48078 -5.09378 2.45386
```

## Properties
2S+1: 1
Lowest unoccupied orbital energy, eV: 0.34
HOMO level, eV: -8.952
Orbital gap, eV: 9.29

Version two
The following is a DFT calculation (ωB97M-V/def2-TZVPD) of 13 unconnected molecules or ions with the total composition C26H78O13.

```
117
Properties=species:S:1:pos:R:3
C 1.11661 3.54655 -3.33419
C 2.24468 3.81129 -4.28802
O 3.47638 4.02662 -3.54434
H 0.24232 3.15125 -3.85836
H 0.82351 4.43947 -2.79655
H 1.39272 2.76412 -2.62054
H 2.02345 4.70445 -4.89717
H 2.34089 2.96987 -4.99537
H 4.13115 4.45196 -4.11113
C -5.02186 -0.58197 3.07348
C -3.62946 -0.15361 2.85622
O -3.50285 0.50990 1.55072
H -5.24751 -1.44600 2.43764
H -5.73395 0.18383 2.74991
H -5.15406 -0.82332 4.12349
H -2.98554 -1.04646 2.91646
H -3.30434 0.52027 3.67033
H -2.59306 0.39903 1.22285
C -1.04747 -2.78377 3.43012
C -0.89592 -4.08226 2.78148
O 0.50467 -4.38183 2.72402
H -0.78012 -2.86749 4.48944
H -2.09235 -2.45747 3.42683
H -0.42445 -2.02699 2.96321
H -1.31555 -4.06737 1.76693
H -1.46116 -4.84787 3.33226
H 0.63173 -5.17549 2.18303
C -3.95290 4.33038 -1.38734
C -3.71337 2.97322 -0.73647
O -4.59534 2.84486 0.38538
H -3.22766 4.51884 -2.18367
H -3.83175 5.11383 -0.63510
H -4.96295 4.42264 -1.79834
H -2.65888 2.95287 -0.37849
H -3.86221 2.14359 -1.44859
H -4.37788 1.97273 0.79736
C 3.90107 -1.20657 -3.38104
C 5.26897 -0.69884 -3.78622
O 5.54743 -0.94262 -5.17327
H 3.70758 -0.94141 -2.33691
H 3.81749 -2.26981 -3.60164
H 3.10095 -0.74474 -3.98472
H 6.01574 -1.21794 -3.17145
H 5.35026 0.36690 -3.58609
H 5.62718 -0.10504 -5.62607
C 4.06384 -2.68516 0.56734
C 5.17371 -2.94924 -0.39549
O 5.41955 -4.42723 -0.48854
H 4.21245 -3.22989 1.49818
H 3.11632 -3.01202 0.13508
H 3.96691 -1.61623 0.80751
H 6.12206 -2.42803 -0.20345
H 4.91948 -2.67778 -1.42607
H 6.17054 -4.67997 0.06018
C 0.44207 -1.09384 -0.27202
C 0.11494 0.32581 0.11876
O -0.50435 0.29579 1.40649
H 1.09359 -1.14801 -1.15050
H -0.46892 -1.65980 -0.46756
H 0.98528 -1.58116 0.54861
H -0.60231 0.79718 -0.55879
H 1.00354 0.98003 0.13224
H 0.18968 0.28144 2.10869
C -3.56890 -1.07486 -1.69247
C -4.01628 -2.02331 -0.57219
O -4.43474 -3.26913 -1.03394
H -3.12699 -0.15003 -1.30681
H -4.40464 -0.81974 -2.34734
H -2.78160 -1.58436 -2.26214
H -4.80432 -1.57770 0.03936
H -3.17110 -2.11257 0.16181
H -3.64871 -3.76845 -1.38219
C 0.22033 -4.20866 -1.73441
C -1.11829 -4.75093 -1.17725
O -2.19816 -4.72332 -2.10597
H 0.98144 -4.23850 -0.94730
H 0.11938 -3.18500 -2.09305
H 0.58767 -4.80122 -2.58568
H -1.37445 -4.10747 -0.33756
H -0.93782 -5.77662 -0.82569
H -1.98999 -5.28001 -2.86356
C -1.37403 1.30751 -5.80218
C -1.50322 0.48747 -4.49968
O -1.69525 1.37554 -3.37459
H -1.22850 0.62895 -6.66168
H -0.56207 2.02613 -5.76749
H -2.30553 1.84596 -6.01970
H -0.62413 -0.14765 -4.38780
H -2.36476 -0.19419 -4.58914
H -2.52867 1.83373 -3.53638
C 2.68781 1.92405 3.64620
C 2.91248 0.55392 3.04037
O 1.69454 -0.27283 3.14871
H 2.49876 1.85015 4.71804
H 1.82434 2.42183 3.19225
H 3.56919 2.56198 3.53707
H 3.74474 0.04005 3.54199
H 3.18331 0.62844 1.97727
H 1.90558 -1.19521 2.91548
C -0.26275 4.99105 -0.24523
C 1.13326 4.76153 0.29735
O 1.34191 5.66488 1.36463
H -0.40499 6.03166 -0.54658
H -1.01502 4.75754 0.52097
H -0.52008 4.35707 -1.09565
H 1.87018 4.90504 -0.51827
H 1.24391 3.70873 0.61276
H 2.08149 5.36959 1.89641
C -0.56364 0.48616 7.58479
C -0.30932 0.42265 6.15571
O 0.95913 -0.19815 5.98723
H -0.26942 -0.44515 8.06766
H -1.59586 0.73919 7.82528
H 0.04753 1.28654 8.02366
H -0.27820 1.46184 5.76789
H -1.11941 -0.09422 5.62197
H 1.18329 -0.17139 5.02631
```

## Properties
2S+1: 1
Lowest unoccupied orbital energy, eV: 0.24
HOMO level, eV: -9.402
Orbital gap, eV: 9.64

Version three
The following is a DFT calculation (ωB97M-V/def2-TZVPD) of 13 unconnected molecules or ions with the total composition C26H78O13.

```
117
Properties=species:S:1:pos:R:3
C -4.89297 2.43308 0.80289
C -4.50865 0.93073 0.81824
O -3.10250 0.82071 0.50246
H -4.40278 2.88713 1.66976
H -5.96202 2.59043 0.83922
H -4.44624 2.93815 -0.05023
H -5.07406 0.31899 0.06957
H -4.65064 0.51309 1.80277
H -2.99591 1.01508 -0.42717
C 2.20203 -2.58944 -2.70269
C 2.02961 -3.51181 -3.84290
O 0.98545 -4.46879 -3.53352
H 3.01047 -1.96077 -3.05334
H 2.56451 -3.07687 -1.78091
H 1.31234 -1.94299 -2.54064
H 2.96568 -4.07073 -4.05105
H 1.73517 -2.91368 -4.71761
H 0.77646 -4.98249 -4.32575
C 3.18030 1.35840 4.17365
C 3.84746 0.56058 3.00599
O 3.23180 -0.63845 2.66949
H 2.12929 1.54660 3.99504
H 3.76300 2.28539 4.25089
H 3.27412 0.86287 5.14160
H 4.88630 0.38604 3.27438
H 3.91351 1.19224 2.09737
H 2.44404 -0.40761 2.19207
C -0.17704 -0.89272 -0.29569
C 1.04413 -0.00220 -0.07324
O 1.09660 0.54724 1.20541
H -0.75133 -1.21712 0.59965
H 0.12923 -1.76689 -0.85559
H -0.93095 -0.45541 -0.95589
H 1.07836 0.81585 -0.81388
H 1.94584 -0.58462 -0.22108
H 0.49673 1.29397 1.21818
C -0.89100 -0.92572 4.06320
C -2.16380 -1.11671 3.21059
C -2.78122 -2.45630 3.38600
O -3.12114 -0.12432 3.54507
H -0.51657 0.09998 4.05756
H -0.07633 -1.59054 3.77799
H -1.11847 -1.21116 5.12120
H -1.83526 -0.89475 2.20172
H -3.66622 -2.55556 2.75525
H -3.09124 -2.58732 4.43016
H -2.16898 -3.29622 3.05269
H -3.26641 -0.22882 4.49727
C 4.08608 2.97921 -0.86256
C 3.69906 4.28110 -1.57056
C 3.93275 4.21148 -3.07884
O 2.35379 4.66085 -1.26241
H 5.12174 2.67489 -0.97068
H 3.43836 2.16615 -1.17166
H 3.90449 3.07098 0.20714
H 4.33831 5.05454 -1.17242
H 3.72327 5.22740 -3.51904
H 3.20460 3.54026 -3.52423
H 4.94164 3.94399 -3.31415
H 1.70826 3.99435 -1.53342
C 1.07276 -6.48465 1.29711
C 0.70024 -5.31229 2.18940
C 0.39996 -4.04905 1.41283
O -0.47532 -5.69637 3.01776
H 0.20455 -6.85238 0.75619
H 1.43669 -7.33064 1.85494
H 1.84183 -6.17328 0.61006
H 1.47564 -5.06056 2.88535
H 0.23243 -3.23114 2.09111
H -0.51160 -4.24536 0.81399
H 1.14655 -3.72054 0.70854
H -0.44283 -5.11466 3.78812
C -3.54276 -5.37930 0.59557
C -4.03903 -3.98099 0.16690
C -3.00030 -2.93872 -0.06566
O -4.70740 -4.06508 -1.14058
H -4.39105 -6.03743 0.80943
H -2.94194 -5.28136 1.48295
H -2.94866 -5.86192 -0.19926
H -4.74206 -3.61184 0.93153
H -2.35782 -2.81503 0.79999
H -3.52481 -1.97843 -0.23834
H -2.41646 -3.11103 -0.97425
H -5.52384 -4.60052 -1.08415
C 1.61282 4.60207 2.01123
C 0.46619 5.60757 2.16827
C -0.10665 6.07102 0.82963
O -0.59079 4.97660 2.93045
H 1.30142 3.70244 1.44949
H 2.05839 4.32400 2.98718
H 2.35550 5.08043 1.38105
H 0.86489 6.45709 2.75229
H 0.59104 6.64784 0.24845
H -0.98356 6.70056 0.96713
H -0.35665 5.25374 0.15973
H -0.95788 5.64445 3.51393
C 0.67343 0.85813 -4.19112
C 0.22169 1.55052 -5.39942
C 0.83860 2.90971 -5.71570
O 0.48652 0.76200 -6.65272
H 0.25620 1.33155 -3.29783
H 1.75589 0.75736 -4.09064
H 0.26557 -0.18664 -4.21094
H -0.85758 1.65918 -5.36771
H 0.26487 3.36406 -6.55422
H 1.87568 2.78170 -6.01865
H 0.83685 3.62200 -4.86483
H 1.44360 0.59283 -6.72203
O -1.04576 2.47537 1.25959
H -1.78374 1.83558 1.29304
H -1.00008 2.91132 2.11539
O -1.19629 -2.43981 -3.24023
H -0.57531 -3.16878 -3.22710
H -2.01799 -2.87874 -3.45320
O -0.25335 3.30315 -1.56539
H -0.66048 2.91808 -0.77392
H -0.63093 4.17445 -1.64404
```

## Properties
2S+1: 1
Lowest unoccupied orbital energy, eV: 0.48
HOMO level, eV: -9.543
Orbital gap, eV: 10.02

Version four
The following is a DFT calculation (ωB97M-V/def2-TZVPD) of 13 unconnected molecules or ions with the total composition C26H78O13.

```
117
Properties=species:S:1:pos:R:3
C 0.54568 -3.10594 5.04876
C 0.15668 -2.85569 3.60748
O 1.30027 -3.16033 2.75943
H 1.14761 -4.00499 5.16941
H -0.34646 -3.26351 5.66495
H 1.12479 -2.24920 5.39431
H -0.02709 -1.78616 3.46633
H -0.68797 -3.45403 3.26457
H 1.81009 -2.32930 2.79271
C 4.36906 -1.64933 -1.77244
C 5.28309 -1.66897 -0.56919
O 6.40317 -2.49586 -0.84535
H 4.75371 -1.05943 -2.60672
H 3.39637 -1.20647 -1.53049
H 4.15105 -2.66443 -2.10635
H 4.63015 -1.94717 0.26277
H 5.69631 -0.68254 -0.33332
H 7.23043 -2.01892 -0.81890
C 4.17120 1.94431 -2.52954
C 2.75502 1.49908 -2.96066
O 2.42882 2.20759 -4.16186
H 4.19339 2.97912 -2.19942
H 4.82055 1.77281 -3.38999
H 4.56833 1.31451 -1.72901
H 2.07083 1.95453 -2.22331
H 2.45434 0.45846 -2.92047
H 2.38182 3.14748 -3.97741
C 4.81562 -1.03383 2.95272
C 3.52722 -0.21840 3.00240
O 2.56401 -0.77004 2.10743
H 4.56900 -2.08916 3.05943
H 5.33736 -0.81692 3.89452
H 5.47178 -0.71586 2.15108
H 3.75516 0.82713 2.77669
H 3.09381 -0.22223 4.00676
H 2.21984 -0.12951 1.46173
C -2.10344 3.07407 3.70794
C -1.77080 2.70868 2.28008
O -2.36324 3.67156 1.34174
H -1.62855 2.29220 4.31191
H -3.16586 3.03129 3.94838
H -1.70711 4.04117 4.00601
H -2.01841 1.69547 1.96580
H -0.69671 2.84923 2.13252
H -2.81105 3.07752 0.72957
C -0.37791 -5.32968 0.48923
C 0.00866 -3.98739 -0.11521
O -0.58016 -3.84906 -1.40521
H 0.15844 -6.13213 -0.02569
H -1.45745 -5.47883 0.41754
H -0.12562 -5.42956 1.54620
H 1.08815 -3.99340 -0.28577
H -0.29161 -3.24457 0.61992
H -0.61816 -4.68239 -1.88256
C -1.12787 3.42852 -2.04338
C -1.06575 4.88321 -2.39404
O 0.22446 5.45610 -2.05334
H -2.13662 3.01921 -1.96994
H -0.69326 3.23650 -1.06062
H -0.64134 2.81114 -2.80462
H -1.84342 5.39166 -1.80632
H -1.24566 5.17622 -3.43170
H 0.16849 6.39540 -2.24524
C -5.31266 -2.99842 -0.23570
C -3.96685 -3.60871 -0.51654
O -3.04819 -2.67246 -1.04815
H -5.23624 -2.11030 0.39563
H -5.97944 -3.77282 0.13606
H -5.71248 -2.61767 -1.18038
H -4.13294 -4.41276 -1.24921
H -3.52811 -4.07146 0.37921
H -2.25876 -3.16059 -1.37396
C 2.60500 3.86408 1.76891
C 1.71597 4.53093 0.70257
O 1.92036 3.89409 -0.56605
H 2.64690 4.51626 2.64042
H 3.62256 3.85019 1.37071
H 2.24811 2.85627 1.97008
H 2.07212 5.56120 0.64594
H 0.67871 4.40764 1.01444
H 1.24839 4.34290 -1.12453
C -0.59917 -0.22627 0.59429
C 0.41959 0.35465 -0.35897
O 1.26110 1.18100 0.47549
H -0.11722 -0.81302 1.37965
H -1.31297 -0.93374 0.15861
H -1.21391 0.58410 0.98513
H -0.11549 1.06991 -0.99014
H 0.98127 -0.38012 -0.93707
H 1.57973 1.93015 -0.04390
C -0.77397 -1.70952 -4.57880
C 0.39303 -0.75121 -4.30419
O -0.00359 0.61399 -4.48362
H -0.74046 -2.63335 -4.00011
H -0.67717 -2.08592 -5.59911
H -1.74178 -1.23686 -4.45216
H 1.13846 -0.92614 -5.08956
H 0.89776 -0.92767 -3.35025
H 0.78462 1.17625 -4.40357
C -3.47899 -0.62179 3.65715
C -4.38415 0.25311 2.82338
O -3.96790 0.36070 1.47524
H -2.41431 -0.44340 3.47535
H -3.52206 -1.67644 3.34951
H -3.71473 -0.57858 4.71887
H -4.34208 1.26256 3.23899
H -5.42857 -0.05149 2.93542
H -3.77089 -0.51885 1.12852
C -4.44939 0.75005 -1.98264
C -3.07506 0.27195 -2.38967
O -2.65123 1.01246 -3.52623
H -4.75074 0.18595 -1.10134
H -5.13323 0.78287 -2.82945
H -4.39655 1.80757 -1.69369
H -3.22298 -0.77583 -2.68360
H -2.40828 0.18408 -1.52527
H -1.94432 0.49152 -3.94396
```

## Properties
2S+1: 1
Lowest unoccupied orbital energy, eV: 0.56
HOMO level, eV: -9.402
Orbital gap, eV: 9.97

Which structure is the most stable? The one labeled version three.